{"formula": "C80H211N9O30", "method": "ωB97M-V/def2-TZVPD", "species": ["C", "O", "H", "H", "H", "H", "C", "O", "H", "H", "H", "H", "C", "O", "H", "H", "H", "H", "C", "O", "H", "H", "H", "H", "C", "O", "H", "H", "H", "H", "C", "O", "C", "C", "N", "C", "C", "O", "C", "H", "H", "H", "H", "H", "H", "H", "H", "H", "H", "H", "H", "H", "H", "H", "C", "O", "C", "C", "N", "C", "C", "O", "C", "H", "H", "H", "H", "H", "H", "H", "H", "H", "H", "H", "H", "H", "H", "H", "C", "O", "C", "C", "N", "C", "C", "O", "C", "H", "H", "H", "H", "H", "H", "H", "H", "H", "H", "H", "H", "H", "H", "H", "C", "O", "C", "C", "N", "C", "C", "O", "C", "H", "H", "H", "H", "H", "H", "H", "H", "H", "H", "H", "H", "H", "H", "H", "C", "O", "C", "C", "N", "C", "C", "O", "C", "H", "H", "H", "H", "H", "H", "H", "H", "H", "H", "H", "H", "H", "H", "H", "C", "O", "C", "C", "N", "C", "C", "O", "C", "H", "H", "H", "H", "H", "H", "H", "H", "H", "H", "H", "H", "H", "H", "H", "C", "O", "C", "C", "N", "C", "C", "O", "C", "H", "H", "H", "H", "H", "H", "H", "H", "H", "H", "H", "H", "H", "H", "H", "C", "O", "C", "C", "N", "C", "C", "O", "C", "H", "H", "H", "H", "H", "H", "H", "H", "H", "H", "H", "H", "H", "H", "H", "C", "O", "C", "C", "N", "C", "C", "O", "C", "H", "H", "H", "H", "H", "H", "H", "H", "H", "H", "H", "H", "H", "H", "H", "C", "C", "C", "O", "H", "H", "H", "H", "H", "H", "H", "H", "C", "C", "C", "O", "H", "H", "H", "H", "H", "H", "H", "H", "C", "C", "C", "O", "H", "H", "H", "H", "H", "H", "H", "H", "C", "C", "C", "O", "H", "H", "H", "H", "H", "H", "H", "H", "C", "C", "C", "O", "H", "H", "H", "H", "H", "H", "H", "H", "C", "C", "C", "O", "H", "H", "H", "H", "H", "H", "H", "H", "C", "C", "C", "O", "H", "H", "H", "H", "H", "H", "H", "H"], "coordinates": [[-7.616, -0.972, -1.306], [-6.969, -2.035, -0.699], [-7.042, -0.044, -1.088], [-7.520, -1.119, -2.360], [-8.703, -0.859, -1.092], [-6.980, -1.939, 0.250], [0.927, -6.176, 1.830], [0.566, -4.867, 2.206], [1.466, -6.751, 2.597], [0.065, -6.751, 1.599], [1.622, -6.103, 1.015], [1.173, -4.310, 1.723], [-8.192, -0.432, 2.654], [-7.742, -1.679, 2.098], [-9.192, -0.312, 2.258], [-8.198, -0.535, 3.739], [-7.534, 0.394, 2.394], [-6.805, -1.758, 2.423], [-4.740, 1.626, -1.410], [-3.477, 2.180, -1.313], [-5.482, 2.348, -0.997], [-4.979, 1.362, -2.458], [-4.832, 0.784, -0.753], [-2.751, 1.519, -1.361], [-2.452, 5.019, -2.398], [-3.171, 4.071, -3.166], [-3.128, 5.730, -1.934], [-1.878, 4.560, -1.582], [-1.762, 5.565, -3.023], [-3.333, 3.252, -2.651], [2.537, 0.727, 3.314], [1.867, 0.871, 2.112], [2.062, -0.268, 1.309], [1.328, -0.060, 0.027], [0.817, -1.231, -0.665], [-0.441, -1.719, -0.147], [-1.595, -0.706, -0.211], [-1.894, -0.203, -1.583], [-2.291, -1.227, -2.482], [2.272, -0.190, 3.818], [2.251, 1.622, 3.844], [3.673, 0.646, 3.214], [1.651, -1.168, 1.766], [3.156, -0.367, 1.205], [2.052, 0.371, -0.735], [0.586, 0.762, 0.181], [0.707, -0.969, -1.620], [-0.351, -1.868, 0.927], [-0.704, -2.657, -0.630], [-1.486, 0.218, 0.396], [-2.485, -1.261, 0.165], [-2.311, -0.840, -3.496], [-3.349, -1.583, -2.298], [-1.610, -2.057, -2.364], [-6.789, -6.072, 0.316], [-5.953, -4.948, 0.049], [-5.036, -4.717, 1.118], [-4.089, -3.578, 0.686], [-3.226, -3.976, -0.415], [-2.100, -4.932, -0.005], [-1.375, -5.341, -1.296], [-2.271, -6.174, -2.050], [-1.944, -6.311, -3.422], [-7.341, -5.899, 1.257], [-6.284, -7.036, 0.360], [-7.536, -6.098, -0.506], [-4.481, -5.645, 1.389], [-5.612, -4.401, 2.033], [-3.394, -3.323, 1.555], [-4.681, -2.679, 0.447], [-3.791, -4.501, -1.026], [-2.549, -5.811, 0.534], [-1.443, -4.397, 0.658], [-0.471, -5.794, -1.008], [-1.133, -4.383, -1.809], [-2.818, -6.687, -3.919], [-1.101, -6.992, -3.493], [-1.593, -5.369, -3.794], [-5.902, -5.441, -8.958], [-5.007, -4.432, -8.514], [-4.818, -3.490, -9.522], [-4.814, -2.062, -8.979], [-6.081, -1.659, -8.398], [-6.238, -0.276, -8.012], [-5.404, 0.038, -6.754], [-5.839, -0.803, -5.683], [-5.540, -0.264, -4.375], [-6.879, -5.094, -9.393], [-6.133, -6.136, -8.121], [-5.425, -6.069, -9.714], [-5.658, -3.420, -10.293], [-3.943, -3.753, -10.082], [-4.635, -1.342, -9.761], [-3.939, -1.971, -8.273], [-6.342, -2.234, -7.624], [-7.321, -0.131, -7.773], [-6.047, 0.481, -8.795], [-5.628, 1.062, -6.419], [-4.251, -0.005, -6.796], [-6.293, 0.477, -4.053], [-4.537, 0.175, -4.416], [-5.452, -1.135, -3.663], [7.972, -0.110, 1.508], [6.764, -0.018, 0.832], [6.831, 0.941, -0.207], [5.468, 1.063, -0.927], [5.466, 2.333, -1.631], [4.224, 2.555, -2.431], [3.785, 1.616, -3.524], [3.352, 0.417, -2.814], [2.991, -0.635, -3.675], [8.724, -0.459, 0.855], [8.000, -0.758, 2.384], [8.258, 0.840, 1.970], [7.626, 0.702, -0.977], [7.046, 1.937, 0.291], [4.700, 1.118, -0.145], [5.351, 0.192, -1.587], [6.231, 2.315, -2.265], [4.259, 3.530, -2.930], [3.389, 2.552, -1.739], [4.491, 1.334, -4.305], [2.952, 2.100, -3.979], [3.537, -0.577, -4.631], [1.876, -0.620, -3.853], [3.196, -1.563, -3.116], [6.291, -4.232, 3.055], [5.012, -4.476, 2.551], [3.986, -4.405, 3.529], [3.319, -3.035, 3.673], [2.185, -3.147, 4.643], [2.461, -3.262, 6.077], [2.392, -1.845, 6.739], [3.475, -1.038, 6.231], [3.308, 0.279, 6.610], [6.986, -4.187, 2.216], [6.513, -5.044, 3.689], [6.376, -3.310, 3.671], [4.411, -4.756, 4.479], [3.237, -5.100, 3.141], [2.952, -2.690, 2.696], [4.080, -2.333, 4.013], [1.643, -3.968, 4.456], [3.478, -3.627, 6.277], [1.724, -4.000, 6.412], [2.503, -1.870, 7.843], [1.431, -1.532, 6.438], [4.080, 0.853, 6.072], [3.507, 0.450, 7.690], [2.278, 0.636, 6.423], [6.505, 2.360, 4.801], [5.396, 3.080, 5.176], [5.382, 3.521, 6.486], [4.102, 4.294, 6.710], [2.946, 3.446, 6.431], [1.762, 4.201, 6.571], [0.554, 3.349, 6.395], [0.558, 2.704, 5.120], [-0.540, 1.872, 4.904], [7.451, 2.880, 4.967], [6.481, 2.071, 3.736], [6.557, 1.411, 5.349], [6.296, 4.121, 6.737], [5.455, 2.642, 7.156], [4.142, 5.216, 6.097], [4.098, 4.741, 7.732], [3.104, 3.093, 5.485], [1.702, 4.986, 5.769], [1.719, 4.631, 7.587], [-0.344, 3.983, 6.528], [0.556, 2.581, 7.212], [-0.529, 1.044, 5.637], [-0.443, 1.434, 3.927], [-1.447, 2.422, 4.965], [-2.265, 9.084, -3.005], [-1.199, 8.723, -2.147], [0.081, 8.771, -2.738], [1.077, 8.883, -1.595], [1.115, 7.708, -0.757], [1.725, 6.613, -1.459], [1.615, 5.392, -0.532], [0.231, 5.124, -0.367], [0.110, 4.011, 0.507], [-2.269, 10.204, -3.211], [-3.141, 8.825, -2.447], [-2.338, 8.547, -3.970], [0.175, 9.663, -3.418], [0.253, 7.863, -3.352], [0.851, 9.808, -1.113], [2.093, 9.104, -1.988], [0.137, 7.480, -0.575], [2.790, 6.830, -1.568], [1.233, 6.328, -2.347], [2.063, 5.771, 0.450], [2.163, 4.493, -0.824], [-0.854, 3.618, 0.342], [0.244, 4.152, 1.566], [0.788, 3.196, 0.205], [-2.531, -2.924, -5.591], [-1.491, -2.033, -5.487], [-0.163, -2.526, -5.358], [0.812, -1.759, -6.237], [2.159, -2.346, -6.060], [3.199, -1.878, -7.107], [4.418, -2.824, -7.101], [5.219, -2.466, -8.181], [6.299, -3.409, -8.373], [-3.498, -2.410, -5.390], [-2.485, -3.724, -4.823], [-2.643, -3.389, -6.602], [-0.148, -3.604, -5.574], [0.061, -2.456, -4.277], [0.816, -0.680, -6.113], [0.416, -1.950, -7.303], [2.114, -3.366, -6.100], [3.482, -0.864, -6.818], [2.764, -1.856, -8.077], [4.033, -3.842, -7.112], [4.928, -2.646, -6.161], [5.835, -4.333, -8.812], [6.851, -3.600, -7.460], [7.000, -2.982, -9.124], [-1.088, -1.798, 3.609], [-2.295, -1.467, 2.961], [-2.950, -0.249, 3.292], [-4.442, -0.413, 2.907], [-4.964, -1.701, 3.309], [-5.124, -1.876, 4.712], [-5.334, -3.367, 4.974], [-4.349, -4.260, 4.512], [-3.182, -4.369, 5.324], [-0.864, -2.855, 3.407], [-1.125, -1.668, 4.697], [-0.246, -1.107, 3.282], [-2.436, 0.541, 2.769], [-2.827, -0.127, 4.419], [-4.574, -0.252, 1.859], [-4.948, 0.412, 3.440], [-4.340, -2.463, 2.978], [-6.028, -1.430, 5.142], [-4.262, -1.581, 5.297], [-6.246, -3.565, 4.464], [-5.490, -3.504, 6.055], [-3.447, -4.646, 6.368], [-2.550, -3.506, 5.381], [-2.562, -5.169, 4.916], [-3.669, 5.002, 0.754], [-3.625, 4.447, 2.177], [-5.010, 4.016, 2.669], [-2.705, 3.404, 2.307], [-2.717, 5.570, 0.594], [-4.482, 5.731, 0.715], [-3.698, 4.142, 0.134], [-3.317, 5.196, 2.952], [-5.500, 3.197, 2.101], [-5.723, 4.811, 2.539], [-4.967, 3.629, 3.701], [-1.896, 3.727, 1.844], [3.186, -4.235, -1.646], [3.516, -3.742, -0.252], [4.321, -2.464, -0.149], [2.257, -3.574, 0.461], [4.070, -4.635, -2.156], [2.701, -3.473, -2.247], [2.488, -5.043, -1.514], [4.065, -4.487, 0.288], [3.753, -1.655, -0.556], [5.202, -2.476, -0.752], [4.619, -2.328, 0.851], [1.731, -2.877, -0.040], [6.308, -2.192, 8.051], [7.391, -2.900, 7.287], [8.040, -2.082, 6.244], [8.392, -3.285, 8.237], [5.546, -1.862, 7.354], [6.729, -1.298, 8.608], [5.914, -2.838, 8.885], [6.991, -3.760, 6.813], [8.931, -2.562, 5.808], [8.465, -1.229, 6.742], [7.311, -1.718, 5.545], [9.136, -3.647, 7.783], [4.360, 3.342, 1.745], [4.934, 4.698, 1.347], [6.183, 5.045, 2.044], [5.005, 4.750, -0.059], [4.423, 3.260, 2.821], [5.038, 2.598, 1.295], [3.290, 3.265, 1.450], [4.132, 5.422, 1.687], [5.903, 5.259, 3.071], [6.582, 5.993, 1.646], [7.040, 4.337, 2.063], [5.321, 3.934, -0.489], [-7.932, -5.487, -4.271], [-6.969, -4.840, -3.320], [-5.761, -4.073, -3.780], [-7.790, -4.056, -2.495], [-8.630, -6.104, -3.692], [-7.415, -6.092, -5.034], [-8.548, -4.761, -4.785], [-6.567, -5.654, -2.686], [-6.056, -3.161, -4.250], [-5.232, -4.688, -4.506], [-5.088, -3.928, -2.932], [-7.168, -3.672, -1.820], [2.544, 8.348, 4.277], [2.195, 8.325, 2.817], [3.389, 8.342, 1.892], [1.410, 7.128, 2.636], [3.241, 7.567, 4.547], [1.597, 8.188, 4.786], [3.111, 9.241, 4.464], [1.562, 9.155, 2.553], [3.017, 8.056, 0.888], [4.089, 7.620, 2.305], [3.781, 9.342, 1.867], [1.049, 7.113, 1.750], [0.318, 3.000, -3.084], [-0.355, 2.710, -4.445], [-1.298, 1.504, -4.466], [-0.970, 3.859, -4.959], [1.095, 3.756, -3.154], [0.801, 2.157, -2.628], [-0.383, 3.410, -2.360], [0.466, 2.466, -5.131], [-1.975, 1.450, -3.666], [-0.601, 0.660, -4.362], [-1.781, 1.473, -5.440], [-1.796, 4.028, -4.494]], "atomic_forces_ev_per_a": [[0.02, 1.34, 0.04], [0.46, -1.01, -0.27], [-0.72, -0.06, 0.00], [-0.11, -0.18, -0.77], [0.68, -0.12, 0.24], [-0.46, 0.06, 0.73], [0.86, 0.06, 0.62], [-0.50, -0.36, 0.86], [-0.10, 0.36, 0.33], [-0.87, -0.45, -0.54], [0.15, -0.29, -0.83], [0.49, 0.70, -0.39], [0.15, -1.08, -0.12], [1.32, 0.47, 0.30], [-0.15, 0.44, 0.15], [-0.29, 0.24, 0.15], [-0.06, 0.19, -0.22], [-0.58, -0.31, -0.13], [-1.25, 0.10, -0.02], [1.76, 0.68, 0.18], [0.50, -0.19, -0.63], [-0.16, 0.05, 0.58], [-0.05, -0.95, 0.14], [-0.76, -0.17, -0.11], [-0.24, -0.30, 0.86], [0.06, -0.05, -0.61], [-0.21, 0.23, 0.03], [-0.13, 0.05, -0.29], [0.25, 0.11, -0.31], [0.26, 0.59, 0.23], [1.56, 0.38, 0.32], [-0.51, -0.31, -0.79], [0.25, -0.11, 0.20], [1.13, 2.05, -2.34], [0.32, -0.48, 0.92], [-0.61, 1.26, 0.33], [-1.47, -0.13, -1.13], [0.45, -0.12, 1.35], [-1.46, -0.04, 0.35], [-0.50, -0.37, 0.51], [0.26, 0.02, 0.76], [-1.08, 0.38, -0.19], [0.15, -0.23, 0.54], [-0.34, -0.41, -0.27], [-0.68, -0.18, 0.90], [0.18, -0.69, 0.04], [-0.10, 0.01, -0.79], [0.19, -0.51, 0.18], [-0.12, 0.02, 0.12], [0.26, -0.70, -0.35], [0.32, 0.45, -0.21], [0.49, 0.11, -0.01], [1.02, 0.18, 0.27], [0.03, -0.46, -0.41], [-1.11, 0.89, -0.48], [0.46, -0.77, 0.36], [-0.41, 0.65, 0.62], [0.81, -0.58, 1.50], [1.81, -0.05, 0.96], [-2.20, 0.35, -0.87], [-2.02, 1.05, 0.46], [0.34, 0.70, 0.56], [0.77, -0.22, 1.37], [0.18, -0.17, -0.19], [0.43, 0.06, 0.02], [0.47, -0.02, 0.49], [-0.28, 0.50, -0.26], [0.42, -0.28, -0.60], [-0.93, -0.22, -0.92], [0.21, -0.32, -0.13], [-0.80, -0.70, -1.23], [0.73, 0.48, -0.48], [0.38, 0.09, 0.32], [1.37, -1.13, -0.02], [-0.20, -0.60, -0.22], [-0.27, -0.08, -0.40], [0.10, -0.43, -0.38], [-0.12, 0.67, -0.59], [-0.57, -1.09, 0.43], [-1.40, -0.37, 0.09], [-1.66, 1.76, -1.37], [1.20, 0.07, 1.32], [-0.25, -0.32, -1.17], [0.04, 0.07, 0.97], [0.54, 1.07, 1.07], [-0.02, -0.13, 0.55], [0.40, -1.22, -0.56], [0.94, 0.21, 0.53], [0.20, 0.71, -0.30], [0.12, 0.04, -0.27], [0.61, -0.78, 0.98], [0.88, 0.19, -0.33], [0.33, 0.01, -0.65], [-0.61, 0.04, -0.29], [-0.05, -0.40, 0.44], [0.82, -0.07, 0.13], [0.33, -0.68, 0.03], [0.08, 0.16, -0.37], [-1.57, -0.20, -0.54], [0.29, -0.34, -0.14], [-0.06, 0.30, 0.13], [-0.47, 0.96, -0.64], [0.26, 0.56, 1.30], [-0.78, -0.38, -0.32], [-0.11, 1.02, 0.13], [0.98, -0.43, 0.94], [-1.48, -0.02, -0.79], [0.67, 0.57, -0.10], [0.05, -1.70, 1.70], [0.41, 0.89, -0.88], [-1.07, -0.31, 0.35], [1.22, -0.23, -0.83], [-0.90, -0.54, -0.24], [0.15, 0.44, -0.43], [-0.46, 0.17, 0.88], [0.09, -0.76, -0.77], [-0.07, -0.39, -0.34], [-0.33, 0.21, 0.34], [0.84, 0.24, -0.66], [0.26, 0.18, 0.53], [-0.13, 0.25, 0.29], [0.41, 0.11, 0.07], [-0.92, 0.26, -0.64], [-0.25, -0.29, 0.35], [0.96, 0.05, -0.21], [0.09, 0.20, -0.57], [-0.10, 1.05, -0.13], [-0.38, 0.70, -0.54], [-0.07, -0.26, -0.67], [-0.14, -0.59, 0.68], [0.57, 0.49, -0.26], [1.24, 1.18, -0.17], [1.64, -1.83, 0.24], [-1.16, -1.72, -0.15], [0.37, 1.32, 0.53], [-0.01, 0.03, 0.11], [0.86, -1.12, 0.94], [-0.15, -0.20, -0.47], [-0.38, -0.03, 0.07], [-0.12, -0.14, 0.42], [0.01, -0.22, 0.34], [-0.31, 0.31, 0.27], [-0.25, -0.23, -1.00], [-0.10, -0.33, 0.03], [0.20, 0.52, 0.74], [-0.31, -0.15, -0.42], [-1.15, 1.33, -0.24], [-0.63, 0.05, 0.05], [-0.11, -0.23, -0.25], [0.49, 0.12, -0.24], [0.97, -1.28, -0.42], [-0.79, 0.57, -1.31], [0.86, -0.04, 1.47], [0.58, 0.60, 0.38], [2.02, -0.08, 0.39], [-0.92, 0.84, -1.20], [-0.95, -1.02, 0.54], [0.75, 0.96, 0.50], [0.70, -0.80, 0.64], [0.04, 0.30, 0.12], [-0.39, 0.43, 0.32], [0.06, -0.07, 0.21], [-0.61, -0.05, -0.37], [-0.29, 0.17, 0.00], [-0.15, -0.30, -0.33], [-0.20, -0.83, -0.32], [-0.53, 0.07, 0.27], [0.03, 0.05, 0.80], [0.03, 0.10, -0.48], [0.11, -0.31, -0.20], [-0.14, 0.28, -0.57], [-0.22, 0.14, -0.05], [0.08, -0.08, -0.52], [-1.05, 0.42, 0.06], [0.14, 1.03, -0.22], [-0.17, -0.04, -0.49], [0.29, 0.49, -0.83], [0.97, 0.29, -1.48], [-0.83, 0.85, 0.29], [0.80, -1.53, 2.01], [0.69, 1.80, 1.20], [0.65, -0.62, 0.92], [0.43, -0.60, -1.10], [0.09, -1.23, 0.17], [-0.71, 0.06, 0.23], [0.53, 0.04, 0.36], [-0.10, -0.61, 0.51], [-0.11, 0.38, 0.15], [-0.49, 0.42, 1.11], [-0.39, -0.50, -0.03], [0.20, -0.17, 0.13], [-0.06, -0.05, -0.44], [-0.36, -0.04, -1.59], [-0.47, -0.86, -0.90], [0.00, 0.09, -0.34], [-1.41, -0.50, -0.23], [0.37, 0.80, 0.56], [0.09, 0.23, 0.05], [-1.62, -1.31, 0.02], [0.97, 1.38, -0.49], [-0.83, -0.05, 1.18], [-0.08, -1.75, -1.93], [1.04, 0.64, -1.10], [-0.98, -0.89, 2.25], [-1.36, 1.43, 0.53], [1.14, -0.69, -0.30], [-0.93, 0.30, -1.46], [0.66, 0.01, -0.19], [0.12, 0.19, -0.37], [0.30, 0.19, 0.57], [0.17, 0.13, -0.32], [0.42, 0.11, -0.27], [0.02, 0.06, 0.43], [0.55, 0.46, 1.11], [-0.20, 0.36, -0.12], [0.12, 0.00, -0.16], [-0.40, 0.02, -1.02], [0.23, -0.44, -0.32], [0.40, -0.29, 0.39], [0.71, 0.48, 0.57], [-0.04, -0.15, 0.31], [-0.60, -0.21, 0.53], [0.91, 0.99, -0.15], [-0.30, -0.72, -0.32], [0.48, -1.13, 1.39], [1.17, 0.67, 1.20], [-0.28, -0.24, -1.12], [0.29, -1.38, 0.98], [0.22, 0.47, 1.02], [0.57, 0.30, -0.16], [-0.58, -1.00, 0.54], [0.08, 0.45, -0.19], [-0.33, 0.02, 0.10], [-0.66, -0.89, 0.11], [-0.13, 0.79, -0.08], [-0.26, 0.25, -1.20], [-0.07, -0.02, -0.79], [-0.21, -0.39, -0.26], [-0.50, 0.90, 0.19], [0.14, 0.44, -0.28], [0.39, 0.57, 0.25], [-0.80, -0.87, -0.51], [-0.03, -0.08, -0.11], [-0.04, 0.10, -0.47], [0.09, 0.96, -0.23], [-0.25, 0.00, -0.10], [1.29, 1.31, 1.99], [-1.08, 1.11, 1.32], [-0.07, -1.50, -0.31], [1.31, -0.55, -0.78], [-0.67, -0.47, -0.20], [-0.05, -0.34, -0.57], [-0.45, -0.47, -1.14], [-0.19, 0.13, -0.87], [0.72, 0.13, -0.14], [-0.10, 0.64, 0.47], [-0.05, 0.51, -0.21], [-0.77, -0.59, 0.70], [0.53, -0.13, 0.21], [-0.59, 0.51, 0.00], [-0.56, -0.72, -1.16], [-0.27, 0.76, -0.69], [-0.11, 0.24, -0.04], [0.00, 0.22, -0.16], [-0.35, -0.48, -0.15], [0.08, -0.67, 0.35], [-0.55, 0.82, 0.06], [0.84, -0.38, -0.46], [0.22, 0.53, 1.28], [0.77, -0.58, 0.53], [0.38, 0.57, 1.67], [0.76, -0.11, 1.11], [0.92, 0.86, -0.04], [-0.87, 0.14, 0.78], [-0.42, 0.03, 0.16], [-0.34, -0.81, -0.87], [0.10, 0.41, -1.10], [-0.62, -1.24, -0.32], [-0.66, -0.20, -0.35], [0.11, 0.74, 0.23], [-0.11, 0.02, -0.79], [0.69, -0.39, -0.50], [0.25, 0.30, -0.01], [-2.32, -0.73, -0.32], [1.58, 1.06, 0.62], [-0.02, 0.98, -0.64], [-0.11, -0.29, 0.40], [-0.63, -0.18, 0.18], [0.84, -0.29, -0.08], [0.95, -0.26, -0.66], [0.20, -0.09, 0.41], [-0.12, -0.29, 0.02], [-0.76, -0.02, -0.28], [0.00, -0.19, 0.43], [0.20, -0.44, -0.94], [-0.20, -1.08, 1.25], [0.11, -0.97, -0.45], [0.90, 1.08, 1.35], [0.27, -0.05, -0.14], [-0.23, 0.03, 0.30], [-0.01, 0.39, -0.19], [0.04, -0.10, -0.19], [-0.04, 0.82, -0.33], [0.25, 0.05, -0.19], [-0.08, 0.33, -0.04], [-1.20, -0.12, -0.38], [-0.08, -0.20, -0.57], [-0.32, -1.03, -0.51], [-0.86, -0.67, -0.13], [0.28, -0.10, 0.53], [0.00, -0.66, -0.14], [0.25, 0.49, 0.65], [-0.31, 0.83, 0.61], [-0.41, 0.65, 0.12], [0.55, 0.13, 0.42], [0.43, 0.02, -0.42], [0.54, 0.38, -0.09], [-0.01, 0.20, -0.51], [-0.51, 0.36, -0.12], [0.29, -0.04, 0.56], [2.29, -0.04, -0.79], [0.43, 0.58, -0.61], [0.09, 0.27, -0.43], [0.11, -0.86, 0.13], [-0.20, -0.16, 0.00], [-0.15, 0.14, -0.18], [-1.10, 0.20, 1.07], [-0.52, -0.29, -0.12], [-0.15, -0.17, 0.04], [-0.39, -0.28, 0.31]], "lowdin_charge": [-0.15, -0.13, 0.07, 0.05, 0.10, 0.04, -0.16, -0.14, 0.08, 0.06, 0.07, 0.01, -0.13, -0.17, 0.08, 0.07, 0.07, 0.05, -0.14, -0.15, 0.10, 0.07, 0.06, 0.08, -0.15, -0.13, 0.07, 0.05, 0.08, 0.04, -0.13, -0.18, -0.23, -0.18, -0.04, -0.18, -0.12, -0.23, -0.09, 0.07, 0.07, 0.12, 0.10, 0.11, 0.12, 0.12, 0.09, 0.11, 0.09, 0.12, 0.11, 0.06, 0.10, 0.06, -0.09, -0.21, -0.20, -0.20, -0.03, -0.15, -0.20, -0.18, -0.09, 0.09, 0.08, 0.09, 0.12, 0.12, 0.12, 0.10, 0.06, 0.13, 0.08, 0.09, 0.11, 0.09, 0.09, 0.05, -0.12, -0.18, -0.26, -0.21, -0.06, -0.20, -0.22, -0.23, -0.11, 0.10, 0.09, 0.08, 0.14, 0.11, 0.11, 0.11, 0.10, 0.13, 0.12, 0.11, 0.14, 0.09, 0.07, 0.08, -0.13, -0.19, -0.22, -0.20, -0.05, -0.17, -0.18, -0.24, -0.10, 0.07, 0.08, 0.08, 0.14, 0.13, 0.11, 0.12, 0.11, 0.13, 0.11, 0.12, 0.10, 0.07, 0.08, 0.07, -0.11, -0.20, -0.20, -0.16, -0.04, -0.18, -0.18, -0.22, -0.15, 0.10, 0.07, 0.09, 0.12, 0.11, 0.09, 0.11, 0.07, 0.10, 0.12, 0.13, 0.09, 0.08, 0.10, 0.08, -0.13, -0.22, -0.25, -0.20, -0.04, -0.25, -0.23, -0.20, -0.12, 0.09, 0.08, 0.08, 0.14, 0.12, 0.12, 0.13, 0.10, 0.14, 0.14, 0.13, 0.13, 0.09, 0.07, 0.08, -0.12, -0.20, -0.23, -0.21, -0.05, -0.19, -0.21, -0.19, -0.09, 0.11, 0.07, 0.09, 0.13, 0.12, 0.11, 0.13, 0.11, 0.13, 0.09, 0.12, 0.10, 0.05, 0.10, 0.09, -0.13, -0.22, -0.22, -0.21, -0.07, -0.15, -0.26, -0.19, -0.09, 0.09, 0.07, 0.10, 0.12, 0.11, 0.11, 0.14, 0.10, 0.10, 0.10, 0.12, 0.12, 0.10, 0.08, 0.09, -0.11, -0.24, -0.18, -0.17, -0.06, -0.21, -0.22, -0.18, -0.08, 0.08, 0.08, 0.09, 0.10, 0.13, 0.10, 0.13, 0.09, 0.13, 0.11, 0.11, 0.13, 0.10, 0.06, 0.09, -0.04, -0.51, -0.06, -0.06, 0.09, 0.09, 0.05, 0.14, 0.08, 0.07, 0.08, 0.06, -0.04, -0.43, -0.03, -0.11, 0.09, 0.06, 0.07, 0.12, 0.05, 0.08, 0.06, 0.08, -0.05, -0.53, -0.07, -0.04, 0.06, 0.11, 0.10, 0.12, 0.09, 0.08, 0.07, 0.07, -0.03, -0.52, -0.07, -0.07, 0.06, 0.07, 0.09, 0.13, 0.07, 0.09, 0.09, 0.04, -0.05, -0.54, -0.03, -0.07, 0.08, 0.08, 0.08, 0.12, 0.06, 0.08, 0.08, 0.07, -0.05, -0.50, -0.04, -0.07, 0.07, 0.08, 0.08, 0.13, 0.07, 0.07, 0.08, 0.04, -0.03, -0.46, -0.03, -0.05, 0.07, 0.06, 0.05, 0.13, 0.03, 0.07, 0.09, 0.04], "e_lumo_ev": 0.418, "orbital_gap_ev": 8.8}